Entry 1:
Density functional theory data (wB97M-V/def2-TZVPD) for C7H16O in the gas phase at a distorted geometry.

Properties
Lowest unoccupied orbital energy: 0.9 eV
Maximum force: 2.430 eV/Å
Relative energy (zero: lowest compared OMol25 entry of this formula, charge and spin): 5.4 kJ/mol
SMILES string: CC(C)CC(C)(C)O
Gap between HOMO and LUMO: 10.7 eV
HOMO level: -9.84 eV

Structure (ORCA input):
```
! wB97M-V def2-TZVPD RIJCOSX def2/J DEFGRID3
* xyz 0 1
C -0.2519 1.0273 0.6486
C 0.1079 -1.2447 -0.6102
C 0.5838 0.2557 -0.3553
C 0.5497 2.3999 0.8983
C -0.4295 0.3097 1.9873
C 1.2300 -1.9977 -1.3205
C -1.1680 -1.2875 -1.4407
O -1.5037 1.3264 0.0698
H -2.0190 1.8417 0.7001
H -0.0746 -1.7375 0.3490
H 0.5485 0.7768 -1.3120
H 1.6136 0.2190 -0.0001
H 0.5231 -0.0708 2.3450
H -0.0570 3.0512 1.5264
H 0.7368 2.9113 -0.0428
H 1.4906 2.2009 1.4040
H -0.8293 0.9995 2.7303
H -1.1259 -0.5188 1.8828
H 2.1290 -2.0300 -0.7068
H 1.4750 -1.5136 -2.2646
H 0.9310 -3.0237 -1.5315
H -1.5081 -2.3143 -1.5748
H -1.9615 -0.7250 -0.9579
H -0.9903 -0.8558 -2.4243
*
```

Entry 2:
Density functional theory data (wB97M-V/def2-TZVPD) for C7H16O in the gas phase at a distorted geometry.

Properties
Lowest unoccupied orbital energy: 0.9 eV
Maximum force: 3.991 eV/Å
Relative energy (zero: lowest compared OMol25 entry of this formula, charge and spin): 191.0 kJ/mol
SMILES string: CC(C)CC(C)(C)O
Gap between HOMO and LUMO: 10.5 eV
HOMO level: -9.60 eV

Structure (ORCA input):
```
! wB97M-V def2-TZVPD RIJCOSX def2/J DEFGRID3
* xyz 0 1
C -2.7191 -0.4881 -0.4634
C -1.6583 1.2070 1.1003
C 2.3340 -0.7061 0.7207
C 1.8079 -0.2448 -1.5603
C -0.0460 -0.6266 0.1774
C -1.4954 0.3397 -0.1858
C 1.2676 0.0479 -0.1665
O 1.4086 1.4479 -0.0714
H -2.7199 -1.3643 0.0899
H -3.5486 0.0060 -0.2037
H -2.7792 -0.8293 -1.4457
H -0.7060 1.3978 1.4892
H -2.2462 0.7329 1.8725
H -2.3536 2.0666 0.9947
H 2.4787 -1.6486 0.3400
H 2.1814 -0.6239 1.7876
H 3.2465 -0.1619 0.4734
H 2.0065 -1.2957 -1.7544
H 2.6982 0.2548 -1.6763
H 1.1062 0.2306 -2.3272
H -0.0052 -1.7080 -0.1641
H -0.1246 -0.6742 1.2227
H -1.1920 0.9881 -1.0188
H 1.0583 1.6520 0.7691
*
```

Entry 3:
Density functional theory data (wB97M-V/def2-TZVPD) for 2 unconnected molecules or ions with the total composition C7H16O2Si at a distorted geometry.

Properties
Lowest unoccupied orbital energy (alpha / beta): 0.8 / -1.8 eV
Maximum force: 11.443 eV/Å
⟨S²⟩: 2.01
Relative energy (zero: lowest compared OMol25 entry of this formula, charge and spin): 186.8 kJ/mol
Gap between HOMO and LUMO (alpha / beta): 5.6 / 8.0 eV
HOMO level (alpha / beta): -4.84 / -9.86 eV

Structure (ORCA input):
```
! wB97M-V def2-TZVPD RIJCOSX def2/J DEFGRID3
* xyz 0 3
C -1.4366 2.3200 -2.4249
C -0.0312 2.1810 -2.9975
C -0.9878 1.1228 -2.6094
C -1.9804 -0.7425 -1.9219
C 2.4704 -1.0137 1.9601
C -0.3948 -2.0515 2.2588
C 0.1802 0.9255 1.1032
O -0.9865 -0.2276 -2.7169
O 0.6121 -1.4647 -0.3347
Si 0.7450 -0.9274 1.2342
H 0.6417 -1.1213 -1.1945
H -1.9441 3.1410 -1.8034
H 0.1315 2.4703 -4.0043
H 0.9224 2.3513 -2.4581
H -2.0914 -1.8533 -2.1434
H -3.0009 -0.2819 -2.0237
H -1.5557 -0.6243 -0.8926
H 3.0785 -0.1958 1.6205
H 2.4248 -0.9206 3.0226
H 2.7938 -1.9651 1.5842
H -0.2462 -2.9945 1.7743
H -0.2481 -1.9673 3.3042
H -1.3213 -1.5861 2.1631
H 0.8184 1.2047 0.3209
H -0.8692 0.9876 0.8367
H 0.4394 1.4568 2.0385
*
```

Entry 4:
Density functional theory data (wB97M-V/def2-TZVPD) for C7H16OSSi in the gas phase at a distorted geometry.

Properties
Lowest unoccupied orbital energy: -0.4 eV
Maximum force: 5.148 eV/Å
Relative energy (zero: lowest compared OMol25 entry of this formula, charge and spin): 453.7 kJ/mol
Gap between HOMO and LUMO: 7.7 eV
HOMO level: -8.09 eV

Structure (ORCA input):
```
! wB97M-V def2-TZVPD RIJCOSX def2/J DEFGRID3
* xyz 0 1
C 0.1477 -1.8349 0.5750
C 0.4436 1.1377 1.1312
C -1.1550 -1.8944 -0.2387
C -1.6760 0.9011 -0.2510
C -2.4978 2.1269 0.0645
C 3.0665 -0.4534 0.7889
C 1.5515 0.2433 -1.5658
O -3.5192 -0.5970 -0.4565
Si 1.2073 -0.2860 0.2459
S -2.3113 -0.6189 0.4186
H 0.1258 -2.1011 1.7014
H 0.6609 -2.7913 0.3118
H 0.6899 2.0924 0.6381
H -0.3844 1.2379 1.7578
H -0.9128 -1.7539 -1.2350
H -1.6860 -2.8165 -0.0997
H -1.1155 0.7045 -1.1252
H -3.3357 2.0933 -0.6109
H -1.8631 3.0069 0.0199
H -2.8827 2.1279 1.0367
H 3.8155 -0.9672 0.1592
H 3.5621 0.4334 0.7302
H 3.2447 -0.8305 1.7158
H 2.2805 -0.5014 -2.0749
H 0.5939 0.1692 -2.0696
H 1.9497 1.1718 -1.5679
*
```

Entry 5:
Density functional theory data (wB97M-V/def2-TZVPD) for a molecular structure, C7H17AgClNO3 at a distorted geometry.

Properties
Lowest unoccupied orbital energy: 0.0 eV
Maximum force: 1.171 eV/Å
Relative energy (zero: lowest compared OMol25 entry of this formula, charge and spin): 15.6 kJ/mol
Gap between HOMO and LUMO: 8.4 eV
HOMO level: -8.40 eV

Structure (ORCA input):
```
! wB97M-V def2-TZVPD RIJCOSX def2/J DEFGRID3
* xyz 0 1
Ag -11.0153 5.8951 18.8172
Cl -10.6492 5.1830 16.3497
C -13.8525 7.8237 20.9945
O -14.1053 6.6389 20.2748
C -13.6061 5.4796 20.8956
C -13.7562 4.3105 19.9729
O -12.6962 4.2409 19.0496
C -12.7298 3.0666 18.2793
H -12.7709 7.9604 21.1354
H -14.3343 7.8683 21.9814
H -14.2668 8.6577 20.4318
H -14.1299 5.2492 21.8337
H -12.5472 5.6508 21.1574
H -14.7362 4.2666 19.4834
H -13.7596 3.4021 20.6012
H -13.6193 3.0194 17.6377
H -12.8260 2.1617 18.9014
H -11.8353 3.0192 17.6674
C -8.9518 2.6559 18.8922
C -9.4889 3.2269 20.1829
O -9.6063 4.4397 20.3495
N -9.8092 2.3177 21.1217
C -10.4010 2.6193 22.4080
H -8.1329 1.9558 19.0706
H -8.6145 3.4533 18.2391
H -9.7480 2.0943 18.4001
H -9.5351 1.3653 20.9529
H -11.3773 2.1324 22.4885
H -10.5840 3.6882 22.4791
H -9.7814 2.2788 23.2356
*
```

Entry 6:
Density functional theory data (wB97M-V/def2-TZVPD) for a molecular structure, C7H17AlHfNO4S at a distorted geometry.

Properties
Lowest unoccupied orbital energy: -14.8 eV
Maximum force: 2.659 eV/Å
Gap between HOMO and LUMO: 4.5 eV
HOMO level: -19.29 eV

Structure (ORCA input):
```
! wB97M-V def2-TZVPD RIJCOSX def2/J DEFGRID3
* xyz 3 1
C -3.1545 -2.0956 0.7028
N -2.8909 -0.6580 0.6590
C -3.2761 -0.1111 -0.5831
C -1.4797 -0.4071 1.0313
O -0.7182 -1.3441 1.1105
C -1.1084 0.9967 1.4316
Al 0.5197 1.9484 0.6236
C 0.9759 1.3879 -1.3248
C 1.7102 0.1213 -1.3933
C 3.1882 0.2599 -1.0190
S 3.4575 -0.5704 0.5188
O 4.3263 -1.6714 0.3570
O 2.1640 -0.9106 1.0586
O 4.1255 0.5429 1.3736
H -4.2251 -2.2768 0.6150
H -2.8240 -2.5479 1.6224
H -2.6156 -2.6016 -0.1609
H -3.5586 0.9297 -0.5353
H -4.2525 -0.6280 -0.8975
H -2.5105 -0.2652 -1.4442
H -1.9719 1.6244 1.2451
H -0.9449 1.0110 2.5058
H 1.9799 1.8792 1.4086
H 0.1057 3.5284 0.7464
H 1.6292 2.1978 -1.6494
H 0.0591 1.4086 -1.9106
H 1.2262 -0.6745 -0.8218
H 1.6962 -0.2148 -2.4368
H 3.5023 1.2900 -0.9494
H 3.7957 -0.2309 -1.7574
H 4.6096 0.0938 2.0902
Hf -3.5402 -2.0121 -2.2170
*
```